# 1
Entry from the Open Molecules 2025 dataset: the molecule C4H7NO2 (wB97M-V/def2-TZVPD).

As for the SMILES: C[C@@]1(C(N)=O)CO1. The calculation puts the energy at -9846.147 eV. The net charge is 0. As for the energy above the lowest of the compared OMol25 structures with the same formula, charge and spin: 26.1 kcal/mol. The calculation puts the orbital gap at 0.39497 Eh. As for the molar mass: 101.10 g mol⁻¹. The calculation puts the HOMO energy at -9.84 eV. Its LUMO energy is 0.9 eV.

Last column: Mulliken charge in e.
CARTESIAN COORDINATES (ANGSTROEM)
1 C 0.22115 1.70981 -0.17288  -1.297
2 C -0.11877 0.27305 0.12894  1.269
3 C -0.91596 -0.11573 1.29783  -0.615
4 O -1.49153 -0.08979 -0.00327  -0.535
5 C 0.87481 -0.75489 -0.38646  0.164
6 O 2.07417 -0.61387 -0.22058  -0.623
7 N 0.30190 -1.81500 -1.00383  -0.347
8 H -0.25106 2.38820 0.54270  0.356
9 H 1.30438 1.84637 -0.14378  0.344
10 H -0.14154 1.96168 -1.17479  0.288
11 H -0.79945 -1.10758 1.73427  0.270
12 H -1.26429 0.66239 1.97615  0.263
13 H 0.89754 -2.52558 -1.39851  0.243
14 H -0.69135 -1.81907 -1.17578  0.222


# 2
Entry from the Open Molecules 2025 dataset: a 2-piece molecular cluster, C4H7NO2 overall at a distorted geometry (wB97M-V/def2-TZVPD).

The calculation puts the energy at -9841.800 eV. The net charge is 0. As for the energy above the lowest of the compared OMol25 structures with the same formula, charge and spin: 126.4 kcal/mol. The calculation puts the orbital gap (spin up / spin down) at 0.27802 / 0.27798 Eh. As for the molar mass: 101.10 g mol⁻¹. The calculation puts the HOMO energy (spin up / spin down) at -7.36 / -7.36 eV. Its LUMO energy (spin up / spin down) is 0.2 / 0.2 eV.

Last column: Mulliken charge in e.
CARTESIAN COORDINATES (ANGSTROEM)
1 C 0.96639 -0.26035 1.47710  -1.319
2 C 0.55362 0.65010 -0.91889  0.086
3 C -0.17870 -0.62377 -1.23296  -0.524
4 N -1.34964 -0.59343 -0.35930  -0.297
5 C -1.79952 0.62060 -0.09660  0.609
6 O -2.58794 1.31064 0.39541  -0.300
7 O -0.15657 1.61369 -0.59127  -0.495
8 H 0.80956 -0.74540 2.46168  0.341
9 H 1.03637 0.81998 1.68113  0.274
10 H 1.97183 -0.56853 1.14911  0.247
11 H 1.56847 0.79047 -1.31993  0.413
12 H 0.39997 -1.48957 -0.93495  0.415
13 H -0.40604 -0.66630 -2.30999  0.274
14 H -0.82781 -0.85815 0.59946  0.275


# 3
Entry from the Open Molecules 2025 dataset: a 2-piece molecular cluster, C4H7NO2 overall (wB97M-V/def2-TZVPD).

As for the SMILES: C=C1CN1.O=CO. The calculation puts the energy at -9844.376 eV. The net charge is 0. As for the energy above the lowest of the compared OMol25 structures with the same formula, charge and spin: 67.0 kcal/mol. The calculation puts the orbital gap at 0.36108 Eh. As for the molar mass: 101.10 g mol⁻¹. The calculation puts the HOMO energy at -9.04 eV. Its LUMO energy is 0.8 eV.

Last column: Mulliken charge in e.
CARTESIAN COORDINATES (ANGSTROEM)
1 O 0.52116 2.21384 -0.61204  -0.409
2 C 1.27986 -0.56703 -0.79646  -0.881
3 C 0.36759 -0.98079 0.06369  0.322
4 C -0.83039 -1.70670 0.42910  -0.183
5 N 0.06353 -1.05577 1.43036  -0.590
6 C -0.64176 1.60075 -0.40161  0.178
7 O -1.17292 1.48254 0.67940  -0.573
8 H 0.88746 2.43559 0.26146  0.336
9 H 1.17042 -0.71838 -1.86846  0.273
10 H 2.15554 -0.02285 -0.44777  0.274
11 H -0.74220 -2.78985 0.40428  0.234
12 H -1.83673 -1.30063 0.30520  0.236
13 H -0.37133 -0.19464 1.77344  0.341
14 H -1.04417 1.18612 -1.33449  0.443


# 4
Entry from the Open Molecules 2025 dataset: the molecule C4H7NO2 (wB97M-V/def2-TZVPD).

As for the SMILES: NC(=O)C[C@H]1CO1. The calculation puts the energy at -9845.883 eV. The net charge is 0. As for the energy above the lowest of the compared OMol25 structures with the same formula, charge and spin: 32.2 kcal/mol. The calculation puts the orbital gap at 0.39373 Eh. As for the molar mass: 101.10 g mol⁻¹. The calculation puts the HOMO energy at -9.95 eV. Its LUMO energy is 0.8 eV.

Last column: Mulliken charge in e.
CARTESIAN COORDINATES (ANGSTROEM)
1 N 0.10504 -1.92413 0.83383  -0.370
2 C -0.22788 -0.73433 1.41573  0.550
3 O 0.08050 -0.44718 2.55805  -0.617
4 C -0.94045 0.24895 0.49880  -0.743
5 C 0.09924 1.17640 -0.09775  0.076
6 C 0.83433 0.79811 -1.30378  -0.351
7 O -0.20775 1.76179 -1.35255  -0.436
8 H 0.65121 -2.57820 1.37475  0.227
9 H -0.15142 -2.15680 -0.11292  0.202
10 H -1.65460 0.81965 1.09951  0.246
11 H -1.48486 -0.24545 -0.31485  0.359
12 H 0.58414 1.84495 0.61597  0.411
13 H 0.60601 -0.15267 -1.78639  0.185
14 H 1.84160 1.17493 -1.47698  0.261


# 5
Entry from the Open Molecules 2025 dataset: the molecule C4H7NO2 (wB97M-V/def2-TZVPD).

The calculation puts the energy at -9842.003 eV. The net charge is 0. As for the energy above the lowest of the compared OMol25 structures with the same formula, charge and spin: 121.7 kcal/mol. The calculation puts the orbital gap at 0.30029 Eh. As for the molar mass: 101.10 g mol⁻¹. The calculation puts the HOMO energy at -7.87 eV. Its LUMO energy is 0.3 eV.

Last column: Mulliken charge in e.
CARTESIAN COORDINATES (ANGSTROEM)
1 C -1.39786 -1.30676 -0.15383  -1.166
2 C -0.24035 -0.39239 -0.18168  0.306
3 N -0.13292 0.78692 0.32525  0.357
4 O -1.20904 1.58208 0.65877  -0.435
5 C 1.23543 -0.47186 -0.65540  0.210
6 C 1.29306 1.03359 0.22756  -0.662
7 O 1.96684 -1.44585 -0.35685  -0.752
8 H -2.18796 -0.94179 -0.81826  0.316
9 H -1.06641 -2.29334 -0.48421  0.316
10 H -1.81493 -1.37674 0.85652  0.312
11 H -0.93998 2.10080 1.43184  0.364
12 H 1.18120 -0.07010 -1.70905  0.236
13 H 1.58205 1.99145 -0.21272  0.302
14 H 1.80362 0.80737 1.16396  0.295


# 6
Entry from the Open Molecules 2025 dataset: a 3-piece molecular cluster, C4H7NO2 overall at a distorted geometry (wB97M-V/def2-TZVPD).

The calculation puts the energy at -9844.809 eV. The net charge is 0. As for the energy above the lowest of the compared OMol25 structures with the same formula, charge and spin: 57.0 kcal/mol. The calculation puts the orbital gap at 0.40167 Eh. As for the molar mass: 101.10 g mol⁻¹. The calculation puts the HOMO energy at -9.82 eV. Its LUMO energy is 1.1 eV.

Last column: Mulliken charge in e.
CARTESIAN COORDINATES (ANGSTROEM)
1 C -0.54693 1.49714 0.71742  -0.943
2 C -0.07121 1.69701 -0.69281  0.171
3 C 1.53643 -1.39150 -0.00589  -0.198
4 N 0.54137 -1.69286 0.72065  -0.453
5 C -1.77252 -1.93633 -0.56787  0.126
6 O -2.22127 -1.02778 -1.08437  -0.143
7 O 0.39133 0.85037 -1.42188  -0.473
8 H -0.40801 0.47130 1.07322  0.267
9 H -1.61595 1.74107 0.67590  0.276
10 H -0.07119 2.20635 1.40815  0.338
11 H -0.23120 2.71940 -1.09105  0.376
12 H 1.65671 -0.35492 -0.30359  0.137
13 H 2.29101 -2.09173 -0.37888  0.281
14 H 0.52142 -2.68753 0.95100  0.237


# 7
Entry from the Open Molecules 2025 dataset: the molecule C4H7NO2 at a distorted geometry (wB97M-V/def2-TZVPD).

As for the SMILES: C[C@@]1(C(N)=O)CO1. The calculation puts the energy at -9844.762 eV. The net charge is 0. As for the energy above the lowest of the compared OMol25 structures with the same formula, charge and spin: 58.1 kcal/mol. The calculation puts the orbital gap at 0.39362 Eh. As for the molar mass: 101.10 g mol⁻¹. The calculation puts the HOMO energy at -9.81 eV. Its LUMO energy is 0.9 eV.

Last column: Mulliken charge in e.
CARTESIAN COORDINATES (ANGSTROEM)
1 C -1.11855 1.06231 -0.52056  -1.253
2 C -0.28020 -0.09434 -0.04909  0.961
3 C -0.85525 -1.23008 0.65139  -0.603
4 O -0.60277 -1.34152 -0.74201  -0.481
5 C 1.19646 0.30341 0.52247  0.184
6 O 1.32119 0.92380 1.54988  -0.575
7 N 2.05330 -0.18108 -0.38057  -0.325
8 H -2.17862 0.78973 -0.54355  0.374
9 H -0.96447 1.88067 0.18222  0.334
10 H -0.84410 1.40821 -1.52744  0.245
11 H -0.19280 -1.84755 1.25824  0.272
12 H -1.88575 -1.15274 0.98178  0.287
13 H 3.07453 -0.07953 -0.36807  0.239
14 H 1.27704 -0.44128 -1.01468  0.344


# 8
Entry from the Open Molecules 2025 dataset: the molecule C4H7NO2 (wB97M-V/def2-TZVPD).

As for the SMILES: O[C@@H]1CN=COC1. The calculation puts the energy at -9845.864 eV. The net charge is 0. As for the energy above the lowest of the compared OMol25 structures with the same formula, charge and spin: 32.6 kcal/mol. The calculation puts the orbital gap at 0.39216 Eh. As for the molar mass: 101.10 g mol⁻¹. The calculation puts the HOMO energy at -9.85 eV. Its LUMO energy is 0.8 eV.

Last column: Mulliken charge in e.
CARTESIAN COORDINATES (ANGSTROEM)
1 O 0.40374 -1.18803 1.36610  -0.549
2 C 0.61931 0.07684 0.77067  -0.187
3 C 1.17296 -0.05868 -0.64267  -0.425
4 O 0.19998 -0.61635 -1.53588  -0.366
5 C -1.09604 -0.39342 -1.23830  0.063
6 N -1.60332 0.24719 -0.26988  -0.517
7 C -0.69168 0.85008 0.69959  -0.518
8 H -0.42957 -1.53275 1.01424  0.410
9 H 1.36109 0.59281 1.39027  0.406
10 H 1.48266 0.92158 -1.02766  0.306
11 H 2.02013 -0.74602 -0.67304  0.304
12 H -1.73638 -0.87683 -1.97409  0.413
13 H -0.52947 1.90380 0.43853  0.345
14 H -1.17342 0.81977 1.68211  0.316